Entry 1:
3 unconnected molecules or ions with the total composition C7H14I2, computed with ωB97M-V/def2-TZVPD.

```
23
Properties=species:S:1:pos:R:3:forces:R:3
C -1.8685 0.7272 0.5994 -0.5 2.0 -3.0
C -2.2455 -1.4484 1.6561 0.1 -1.8 4.9
C 1.3525 -1.2439 -0.3736 0.2 -1.7 1.9
C 2.9096 0.5639 0.1840 -0.4 1.7 -1.0
C -1.6424 -1.4183 -0.6211 0.9 0.2 -0.4
C -1.8181 -0.7256 0.5085 -0.7 -0.9 -2.3
C 2.1416 -0.2668 -0.7195 -1.0 -0.5 -1.9
I 1.6359 4.4327 -2.9419 -0.1 -1.0 -0.7
I 2.2120 0.1312 -2.8187 0.0 0.2 0.4
H -1.4330 1.1987 -0.3526 -0.3 -0.5 1.5
H -1.5331 1.2111 1.4746 1.2 0.1 1.1
H -2.9039 1.1025 0.6022 -0.2 -0.5 -0.2
H -1.7920 -2.4529 1.7918 0.2 0.5 -0.4
H -3.2986 -1.7313 1.8107 -0.1 0.8 -0.5
H -1.9285 -0.8881 2.6010 -0.6 -0.7 -1.0
H 1.7305 5.6598 -1.9977 0.1 1.0 0.7
H 0.6622 -1.8441 -0.8797 -0.4 -0.3 -1.8
H 1.3976 -1.7626 0.5957 0.2 1.2 0.4
H 3.0048 1.5866 -0.2778 -0.5 -0.6 1.2
H 2.4450 0.4207 1.1434 0.0 0.8 0.6
H 3.8880 0.2328 0.2128 2.3 -0.8 0.3
H -1.2497 -0.9701 -1.5324 -0.4 0.2 0.1
H -1.6662 -2.5152 -0.6653 -0.2 0.5 0.3
```
Forces are in eV/Å.

Output
Molecular weight = 352.00 g/mol
SMILES = C=C(C)C.C=C(C)I.I
ΔE to the lowest compared entry with this formula, charge and spin = 49.2 kcal per mole

Entry 2:
2 unconnected molecules or ions with the total composition C4H12S, computed with ωB97M-V/def2-TZVPD.

```
17
Properties=species:S:1:pos:R:3:forces:R:3
C -1.2991 0.0301 -0.9649 0.0 -0.5 0.0
C -1.4247 0.1094 -2.4875 0.0 0.2 -0.1
S -0.7774 -1.6650 -0.5022 0.0 0.1 0.0
H -0.5253 0.6970 -0.5892 -0.3 0.2 0.0
H -2.2611 0.2324 -0.4917 0.2 0.1 0.0
H -0.5350 0.5523 -2.9388 0.0 -0.1 0.0
H -0.3460 -1.3704 0.7306 0.0 0.0 0.0
H -2.2791 0.7226 -2.7723 0.0 0.1 0.0
H -1.5778 -0.8662 -2.9503 0.0 0.0 0.1
C 1.4450 1.1628 1.5525 0.2 -0.2 0.5
C 2.5367 1.6499 2.5104 -0.3 0.0 0.3
H 1.5728 0.1067 1.3217 0.1 -0.1 -0.2
H 0.4556 1.2290 2.0191 0.1 0.3 -0.3
H 1.4987 1.7418 0.6323 -0.3 -0.1 -0.1
H 2.5856 2.7408 2.5041 0.1 -0.1 0.0
H 3.5130 1.2454 2.2542 0.1 0.1 -0.2
H 2.3413 1.3512 3.5443 0.0 0.0 -0.1
```
Forces are in eV/Å.

Output
Molecular weight = 92.21 g/mol
SMILES = CCS.CC
ΔE to the lowest compared entry with this formula, charge and spin = 2.9 kcal per mole

Number 1: gap between HOMO and LUMO 9.2 eV. Number 2: gap between HOMO and LUMO 9.9 eV.